Record 1
Formula: C13H10ClF17O5
Source: OMol25
Level of theory: wB97M-V/def2-TZVPD

The geometry in XYZ format:
```
46
Properties=species:S:1:pos:R:3:forces:R:3
F -0.345 0.306 -2.558 0.2 0.1 -0.4
C 0.573 0.008 -3.502 -0.1 1.0 -0.5
F 0.145 0.600 -4.649 0.2 -0.4 0.0
C 0.738 -1.494 -3.703 -0.4 -1.0 -0.2
F -0.405 -2.061 -4.175 0.2 0.4 0.2
F 1.679 -1.692 -4.680 0.0 0.5 0.4
C 1.207 -2.268 -2.461 0.7 -0.8 0.1
O 0.184 -2.905 -1.690 -1.0 1.7 0.6
C -0.478 -2.067 -0.744 2.1 -0.8 -0.3
F 0.204 -0.903 -0.626 -0.6 -0.4 0.6
F -0.352 -2.695 0.457 -0.6 0.2 -0.5
C -1.964 -1.862 -1.065 -0.8 0.1 -0.5
F -2.141 -1.319 -2.297 0.1 -0.4 0.5
F -2.543 -1.009 -0.180 0.4 -0.1 0.1
H 1.522 0.476 -3.224 0.1 -0.2 0.0
H 1.823 -3.098 -2.828 -0.3 0.1 -0.1
H 1.889 -1.681 -1.833 -0.3 0.1 -0.2
H -2.506 -2.811 -1.035 0.2 0.0 0.1
F -4.676 4.095 2.101 -0.4 -0.3 -0.1
C -5.270 2.929 1.767 -1.0 0.5 -0.2
F -6.539 2.997 2.252 0.2 -0.3 0.0
C -4.541 1.717 2.337 0.5 -0.5 0.8
F -4.569 1.715 3.696 -0.1 0.2 -0.4
F -5.223 0.592 1.952 0.1 0.5 -0.3
C -3.089 1.551 1.863 0.6 -0.9 -0.3
O -2.076 2.050 2.742 -0.5 1.9 -0.1
C -1.804 3.446 2.628 0.2 -1.7 -1.3
F -2.411 3.929 1.518 0.7 0.3 0.6
F -0.467 3.544 2.395 -0.5 0.2 0.5
C -2.165 4.229 3.897 -0.4 0.5 0.8
F -3.475 4.086 4.221 0.6 -0.1 -0.1
F -1.952 5.561 3.728 0.2 -0.4 -0.3
H -5.337 2.873 0.677 0.1 -0.1 0.0
H -2.899 0.472 1.820 -0.1 0.2 0.2
H -2.942 1.893 0.831 -0.2 0.1 0.3
H -1.569 3.890 4.749 0.1 -0.1 -0.2
O 6.856 -4.618 -2.239 -1.1 7.8 6.8
C 6.649 -3.622 -1.341 0.4 -4.9 -4.2
O 5.497 -3.712 -0.383 1.9 2.9 -1.8
C 5.186 -2.298 -0.122 2.8 -0.5 -1.2
F 4.664 -1.814 -1.421 0.4 -0.5 3.3
C 6.717 -1.719 -0.023 -0.8 0.6 -0.9
Cl 7.448 -2.372 1.571 -0.8 1.0 -1.7
O 7.414 -2.350 -1.183 -3.8 -2.7 1.9
H 4.620 -2.052 0.872 0.4 -0.8 -2.5
H 6.721 -0.534 -0.110 0.5 -2.8 0.3
```
Forces are in eV/Å.

Computed properties:
Charge ... 0
HOMO ... -11.80 eV
E_LUMO ... -0.003 Ha
Gap between HOMO and LUMO ... 0.4302 Eh

Löwdin population analysis, charges in e, atoms 1 to 4: 0.08 -0.29 0.09 -0.43

Record 2
Formula: C9H10NO6Pb
Source: OMol25
Level of theory: wB97M-V/def2-TZVPD

The geometry in XYZ format:
```
27
Properties=species:S:1:pos:R:3:forces:R:3
O -0.651 3.557 -6.330 0.0 -1.6 3.2
C -0.665 3.045 -5.307 0.1 1.7 -3.2
Pb -0.748 1.977 -2.277 -0.4 1.3 -0.9
C -0.832 2.367 0.261 0.4 0.5 4.5
O -0.707 2.492 1.391 -0.5 -0.3 -3.6
C -0.796 -0.501 -1.786 -0.1 -4.6 -1.1
O -0.718 -1.624 -2.008 -0.3 3.6 0.9
C 1.841 1.483 -1.904 4.2 -1.4 0.2
O 2.914 1.090 -1.804 -3.7 1.5 -0.4
C -3.452 1.236 -1.975 -3.2 -1.0 -0.1
O -4.540 0.899 -1.976 3.1 1.0 0.0
H -0.644 0.834 -3.777 0.0 -0.3 -0.8
C 0.537 -1.849 3.070 -0.6 -0.2 0.3
N 0.140 -1.169 1.855 -2.1 -0.6 1.4
C -1.292 -1.057 1.633 -0.3 0.0 -0.4
C 1.028 -0.593 1.003 1.6 1.8 -2.9
C 2.494 -0.741 1.215 0.0 -0.2 0.4
O 0.591 0.069 0.016 0.5 -1.4 2.6
H -0.363 -2.174 3.592 0.1 0.0 -0.1
H 1.099 -1.183 3.732 0.2 0.1 -0.1
H 1.150 -2.727 2.851 0.2 0.0 -0.2
H -1.771 -0.503 2.450 0.2 -0.1 0.2
H -1.527 -0.566 0.696 0.2 0.0 0.1
H -1.750 -2.053 1.616 0.2 -0.1 0.2
H 2.930 -1.212 0.334 0.0 0.2 -0.2
H 2.937 0.244 1.361 0.0 0.1 -0.2
H 2.794 -1.342 2.065 -0.2 -0.1 0.1
```
Forces are in eV/Å.

Computed properties:
Charge ... +3
HOMO (alpha / beta) ... -22.18 / -21.84 eV
ΔE to the lowest compared entry with this formula, charge and spin ... 53.65 kJ/mol
E_LUMO (alpha / beta) ... -0.532 / -0.552 Ha
Gap between HOMO and LUMO (alpha / beta) ... 0.2827 / 0.2508 Eh

Löwdin population analysis, charges in e, atoms 1 to 4: 0.12 -0.01 1.22 -0.03

Record 3
Formula: C17H28N2O3S
Source: OMol25
Level of theory: wB97M-V/def2-TZVPD

The geometry in XYZ format:
```
51
Properties=species:S:1:pos:R:3:forces:R:3
C 0.637 -4.130 -0.714 0.2 -0.1 0.2
C 1.588 -3.824 0.436 -0.2 0.1 0.1
C 1.663 -2.334 0.767 0.2 -0.2 -0.2
C 2.306 -1.504 -0.344 0.1 0.1 0.3
C 2.750 -0.119 0.128 -0.3 -0.1 -0.2
C 1.581 0.790 0.500 0.5 0.1 0.1
C 2.060 2.159 0.983 -0.3 0.0 -0.1
C 0.928 3.166 1.197 0.3 -0.2 0.1
C -0.046 2.740 2.295 0.2 0.1 -0.3
C -1.125 3.774 2.540 -0.5 -0.3 -0.6
S -2.398 3.750 1.243 -0.3 0.0 0.5
O -1.838 4.047 -0.041 0.1 -0.3 0.0
O -3.500 4.537 1.715 0.0 -0.2 0.2
N -2.950 2.139 1.308 0.1 1.4 0.6
N -2.768 1.107 0.470 0.3 -0.8 -0.7
C -1.911 1.125 -0.472 -0.1 0.5 0.3
C -1.723 -0.038 -1.315 0.1 -0.6 -0.4
C -2.419 -1.228 -1.094 0.1 0.2 -0.1
C -2.223 -2.320 -1.912 0.0 -0.1 -0.1
C -1.319 -2.253 -2.969 -0.1 0.3 0.2
O -1.089 -3.307 -3.792 0.0 -0.1 -0.1
C -0.619 -1.071 -3.199 0.0 -0.4 -0.2
C -0.824 0.020 -2.382 -0.3 0.0 0.3
H -0.355 -3.745 -0.490 -0.1 0.0 0.0
H 0.567 -5.204 -0.872 -0.1 -0.1 -0.1
H 0.983 -3.671 -1.636 0.0 0.0 -0.2
H 2.588 -4.190 0.188 0.1 0.0 0.1
H 1.252 -4.364 1.325 0.1 -0.1 0.0
H 2.252 -2.213 1.680 0.0 0.1 0.1
H 0.655 -1.966 0.967 -0.1 0.0 0.1
H 3.184 -2.038 -0.716 0.0 -0.1 -0.1
H 1.605 -1.391 -1.173 0.0 0.0 -0.1
H 3.412 -0.228 0.992 0.1 0.0 0.0
H 3.327 0.357 -0.668 0.1 0.1 0.0
H 0.991 0.312 1.281 -0.1 0.0 0.0
H 0.940 0.916 -0.373 -0.1 0.0 -0.1
H 2.750 2.571 0.243 0.1 0.0 0.0
H 2.616 2.036 1.916 0.1 0.0 0.0
H 0.382 3.315 0.267 0.1 0.1 0.0
H 1.368 4.127 1.475 -0.1 0.1 0.0
H -0.526 1.798 2.026 0.0 -0.1 0.1
H 0.511 2.575 3.222 -0.1 0.0 0.0
H -0.738 4.790 2.548 0.0 0.2 0.0
H -1.684 3.589 3.453 -0.1 0.0 0.1
H -3.810 2.068 1.831 0.0 0.1 0.0
H -1.308 1.998 -0.706 0.0 0.0 0.1
H -3.116 -1.273 -0.272 -0.1 -0.1 0.1
H -2.773 -3.237 -1.738 0.0 -0.1 0.0
H -1.621 -4.063 -3.516 0.1 0.1 0.0
H 0.075 -1.033 -4.023 0.1 0.0 -0.1
H -0.286 0.937 -2.576 0.1 0.1 0.0
```
Forces are in eV/Å.

Computed properties:
Charge ... 0
HOMO ... -8.17 eV
ΔE to the lowest compared entry with this formula, charge and spin ... 89.74 kJ/mol
E_LUMO ... 0.024 Ha
Gap between HOMO and LUMO ... 0.3244 Eh

Löwdin population analysis, charges in e, atoms 1 to 4: -0.11 -0.26 -0.22 -0.21

Record 4
Formula: C5H13OP
Source: OMol25
Level of theory: wB97M-V/def2-TZVPD

The geometry in XYZ format:
```
20
Properties=species:S:1:pos:R:3:forces:R:3
C 1.133 -1.454 -0.027 2.6 -1.6 0.5
C -0.340 -1.051 0.031 -1.4 -1.6 -1.2
C -0.920 -1.355 1.480 -0.2 3.1 -2.3
C -0.649 0.398 -0.326 3.6 1.8 -0.5
C -0.557 1.390 0.838 1.0 -1.9 -1.3
P 0.315 0.915 -2.134 0.2 1.1 -1.0
O 1.890 1.811 -2.479 -2.3 -1.6 1.2
H 1.847 -0.675 0.330 -0.7 0.0 -0.2
H 1.641 -1.828 -0.999 -1.5 0.8 1.1
H 1.394 -2.309 0.709 -0.8 1.1 -1.1
H -0.934 -1.720 -0.740 1.2 1.2 1.4
H -0.201 -0.764 2.089 -0.7 -1.5 0.6
H -1.132 -2.388 1.482 0.5 -1.2 1.1
H -1.910 -0.827 1.543 0.8 -0.5 0.1
H -1.582 0.490 -0.739 -2.5 0.0 -1.3
H 0.329 1.101 1.370 0.2 0.3 1.0
H -1.466 1.397 1.346 -1.3 -0.7 1.7
H -0.519 2.390 0.587 0.7 2.1 -1.2
H -0.553 2.083 -2.569 0.8 -1.2 1.0
H 2.214 2.395 -1.792 -0.1 0.3 0.3
```
Forces are in eV/Å.

Computed properties:
Charge ... 0
HOMO ... -8.50 eV
ΔE to the lowest compared entry with this formula, charge and spin ... 267.27 kJ/mol
E_LUMO ... 0.017 Ha
Gap between HOMO and LUMO ... 0.3293 Eh

Löwdin population analysis, charges in e, atoms 1 to 4: -0.14 -0.48 -0.07 -0.47

Record 5
Formula: C23H26N2O7S2
Source: OMol25
Level of theory: wB97M-V/def2-TZVPD

The geometry in XYZ format:
```
60
Properties=species:S:1:pos:R:3:forces:R:3
C -1.692 -1.815 -4.106 -0.2 0.0 0.0
C -2.351 -2.193 -2.787 0.0 0.2 -0.2
C -1.351 -2.256 -1.649 0.0 0.5 0.3
S -0.663 -0.594 -1.378 0.7 0.0 -0.1
O 0.528 -0.477 -2.178 -0.1 -0.4 0.0
O -1.657 0.435 -1.550 -0.3 -0.2 0.0
C -0.195 -0.560 0.356 0.3 -0.2 -0.3
C -1.117 -0.653 1.408 -0.8 0.2 0.2
S -2.894 -0.537 1.311 0.5 -0.1 0.4
O -3.347 -1.436 0.283 -0.1 0.2 -0.3
O -3.401 -0.785 2.638 0.0 0.3 0.1
C -3.221 1.198 0.892 0.0 -0.5 0.2
C -4.704 1.480 1.048 -0.2 -0.2 0.0
C -5.513 0.860 -0.084 -0.1 0.1 0.1
C -0.386 -0.779 2.591 -0.3 0.0 -0.2
C -0.749 -0.893 3.945 0.2 -0.1 0.6
C 0.229 -1.026 4.885 -0.2 0.1 -0.2
C 1.595 -1.054 4.501 -0.1 0.1 -0.4
C 2.623 -1.191 5.582 0.1 0.0 -0.3
N 3.791 -1.757 5.204 0.4 -0.1 0.0
O 2.414 -0.821 6.716 -0.2 0.1 0.2
C 1.931 -0.919 3.185 0.6 -0.1 0.9
N 0.959 -0.787 2.249 -0.7 0.1 -0.1
C 1.089 -0.619 0.893 -0.3 -0.1 -0.7
C 2.420 -0.507 0.265 0.2 -0.1 0.0
O 3.343 -1.215 0.644 -0.2 0.1 0.0
C 2.578 0.532 -0.754 0.5 0.3 -0.2
C 3.625 0.418 -1.667 -0.2 -0.1 0.3
C 3.828 1.369 -2.644 0.1 0.2 -0.3
C 2.988 2.479 -2.713 -0.2 -0.1 0.3
O 3.090 3.473 -3.623 -0.2 0.0 0.2
C 4.090 3.393 -4.612 0.2 0.0 -0.2
C 1.956 2.615 -1.776 0.1 0.2 -0.2
C 1.748 1.656 -0.818 0.3 -0.1 0.0
H -2.435 -1.760 -4.899 0.0 0.0 -0.1
H -0.942 -2.552 -4.385 0.1 0.0 -0.1
H -1.204 -0.849 -4.015 0.0 0.1 -0.2
H -2.848 -3.163 -2.876 0.0 0.0 0.1
H -3.105 -1.452 -2.517 -0.1 -0.1 0.0
H -0.489 -2.878 -1.874 0.1 0.0 0.0
H -1.837 -2.556 -0.726 0.1 -0.1 0.0
H -2.867 1.336 -0.126 0.1 0.1 0.1
H -2.621 1.765 1.598 0.1 0.0 0.1
H -5.029 1.067 2.006 -0.1 0.2 0.0
H -4.865 2.561 1.071 0.1 -0.1 0.1
H -5.350 -0.213 -0.114 -0.1 -0.1 -0.1
H -5.206 1.280 -1.040 0.0 0.0 -0.1
H -6.574 1.051 0.057 -0.1 0.0 0.0
H -1.800 -0.878 4.184 0.0 0.0 0.1
H 0.000 -1.110 5.935 -0.1 0.0 0.1
H 3.944 -2.135 4.287 -0.1 0.0 0.0
H 4.505 -1.882 5.903 0.0 0.0 0.0
H 2.945 -0.898 2.815 -0.1 0.0 0.0
H 4.267 -0.448 -1.608 0.1 -0.1 0.0
H 4.632 1.235 -3.351 0.1 0.0 -0.1
H 5.092 3.398 -4.172 0.0 0.0 0.0
H 3.968 2.500 -5.233 0.0 0.0 0.0
H 3.965 4.281 -5.230 0.0 -0.1 0.0
H 1.324 3.487 -1.840 -0.1 0.1 0.0
H 0.945 1.781 -0.107 -0.1 0.0 0.0
```
Forces are in eV/Å.

Computed properties:
Charge ... 0
HOMO ... -8.60 eV
E_LUMO ... -0.013 Ha
Gap between HOMO and LUMO ... 0.3028 Eh

Löwdin population analysis, charges in e, atoms 1 to 4: -0.10 -0.28 -0.22 0.72

Record 6
Formula: C14H40BrN3O3
Source: OMol25
Level of theory: wB97M-V/def2-TZVPD

The geometry in XYZ format:
```
61
Properties=species:S:1:pos:R:3:forces:R:3
Br 2.246 -0.166 -0.507 -0.2 0.0 0.1
C -5.162 -0.753 2.825 0.4 0.1 -1.2
C -5.148 0.801 2.787 -1.0 -1.2 1.0
C -6.494 1.358 3.351 0.1 -0.2 0.7
O -6.698 0.893 4.689 0.4 0.5 -0.6
C -7.923 1.277 5.348 0.4 -0.3 0.9
N -3.975 1.247 3.634 -0.8 0.0 0.8
H -3.085 0.898 3.309 0.4 0.1 -0.6
H -3.985 2.252 3.732 0.4 0.5 -0.1
H -4.051 0.890 4.576 -0.4 -0.3 0.6
H -5.174 -1.230 3.805 -0.3 0.6 0.2
H -4.301 -1.185 2.315 0.3 0.2 -0.1
H -6.001 -1.143 2.249 -0.2 0.2 0.2
H -4.929 1.315 1.852 -0.4 -0.7 -0.4
H -7.346 1.031 2.756 0.3 -0.2 -0.5
H -6.477 2.444 3.260 0.0 0.4 0.4
H -8.812 0.707 5.077 0.2 0.0 -0.8
H -8.117 2.349 5.363 0.1 0.0 -0.5
H -7.764 0.991 6.387 0.2 0.1 0.0
C -0.993 4.770 -5.684 1.1 1.6 0.3
N 0.093 5.765 -6.138 2.3 -0.7 -1.2
C -0.421 7.201 -6.200 -0.3 -0.8 0.2
C 1.338 5.689 -5.201 -0.9 0.0 0.9
C 0.575 5.249 -7.557 0.5 0.4 1.0
C 1.622 6.062 -8.316 0.1 -0.3 -0.4
O 2.958 6.065 -7.750 -1.9 0.3 0.3
H -1.797 4.761 -6.420 0.1 0.1 0.2
H -1.264 5.237 -4.737 -0.6 -0.6 0.0
H -0.552 3.784 -5.535 0.0 0.2 -0.1
H -1.178 7.319 -6.975 0.1 -0.4 -0.1
H 0.375 7.920 -6.396 0.1 -0.4 0.2
H -0.910 7.392 -5.244 0.2 0.2 0.0
H 2.052 6.497 -5.360 -0.3 -0.2 -0.6
H 1.833 4.718 -5.184 -0.2 0.0 -1.0
H 1.021 5.750 -4.160 -0.5 0.4 0.0
H -0.363 5.242 -8.113 0.3 -0.3 -0.3
H 1.010 4.262 -7.401 -0.5 -0.2 0.2
H 1.114 6.990 -8.579 0.8 0.9 0.4
H 1.732 5.589 -9.292 -0.4 -0.4 -0.1
H 3.478 6.691 -8.259 0.2 0.1 -0.1
C 4.507 -7.907 4.374 -0.3 1.1 -1.0
N 4.359 -6.428 4.049 1.6 1.6 -0.5
C 2.923 -6.006 4.021 0.8 -0.8 0.3
C 5.161 -5.551 5.097 -1.3 -0.9 -0.2
C 4.950 -5.988 2.656 -0.5 -0.3 0.5
C 4.431 -6.575 1.381 -0.1 -0.8 -1.6
O 4.539 -7.954 1.342 0.0 -1.8 0.8
H 4.315 -8.006 5.442 -0.1 -0.3 -0.2
H 5.488 -8.271 4.069 0.0 0.2 0.3
H 3.786 -8.357 3.691 0.0 -0.5 0.5
H 2.430 -6.554 3.219 0.1 0.3 -0.1
H 2.990 -4.933 3.840 -0.8 -0.1 0.3
H 2.493 -6.368 4.955 -0.2 0.7 0.1
H 6.204 -5.867 5.105 -0.2 0.2 -0.3
H 4.730 -5.702 6.087 -0.1 -0.6 -0.1
H 4.984 -4.487 4.940 0.4 -0.2 -0.7
H 6.022 -6.161 2.739 -0.1 0.3 0.0
H 4.626 -4.962 2.477 0.8 0.5 0.8
H 5.085 -6.237 0.576 0.3 0.9 0.2
H 3.446 -6.302 1.004 -0.3 0.6 0.8
H 4.003 -8.315 0.632 0.1 0.0 -0.1
```
Forces are in eV/Å.

Computed properties:
Charge ... +2
HOMO ... -8.59 eV
ΔE to the lowest compared entry with this formula, charge and spin ... 421.25 kJ/mol
E_LUMO ... -0.152 Ha
Gap between HOMO and LUMO ... 0.1635 Eh

Löwdin population analysis, charges in e, atoms 1 to 4: -1.00 -0.03 -0.26 -0.17